This record from the OMol25 dataset describes a structure of composition C18H22BCl2CoF4N5. The level of theory is ωB97M-V with the def2-TZVPD basis set.

Values from the calculation:
- highest occupied orbital energy (spin up / spin down) (eV) = -8.76 / -8.67
- net charge = 0
- <S²> = 0.7677
- 2S+1 = 2
- energy above the lowest of the compared OMol25 structures with the same formula, charge and spin (kcal/mol) = 0.0

Element x y z (Å)
Co  0.09354  -1.25106  0.21403
C  3.97352  -0.12631  1.64873
C  3.64592  0.50717  2.83859
C  2.31935  0.59336  3.22287
C  1.33767  0.04232  2.40837
N  1.67235  -0.56939  1.25605
C  2.95060  -0.65368  0.88291
C  -0.11392  0.06106  2.66744
C  -0.67577  0.63377  3.80439
C  -2.05003  0.61906  3.97938
C  -2.85505  0.02781  3.01601
C  -2.28743  -0.54020  1.87966
C  -0.90807  -0.53568  1.67028
H  4.99641  -0.21600  1.31375
H  4.42002  0.93234  3.46395
H  2.04570  1.08604  4.14448
H  3.14227  -1.15911  -0.05557
H  -0.05142  1.09325  4.56128
H  -2.48955  1.06483  4.86175
H  -3.93039  0.01260  3.14752
H  -2.94642  -0.98578  1.14062
Cl  0.17737  -3.73648  1.56085
C  -1.51948  -3.82843  1.07586
Cl  -1.76054  -3.03433  -0.49544
H  -2.11545  -3.30088  1.81162
H  -1.80074  -4.86948  0.97331
C  -1.78579  0.30090  -1.58235
N  -2.09277  1.39986  -2.48370
C  -1.21707  1.29567  -3.65667
N  0.19540  1.34660  -3.28468
C  0.47701  0.24095  -2.38317
N  -0.36368  0.30815  -1.14786
C  -0.10415  1.62689  -0.50345
N  -0.38740  2.74079  -1.39242
C  -1.79252  2.65950  -1.79826
C  0.44729  2.60529  -2.58897
H  -1.98263  -0.64438  -2.09179
H  -2.41455  0.37138  -0.69485
H  -1.43874  2.12029  -4.33608
H  -1.41702  0.35300  -4.16864
H  1.52770  0.25830  -2.09038
H  0.28012  -0.70238  -2.88679
H  0.94557  1.65806  -0.20575
H  -0.72914  1.70391  0.38592
H  -2.01684  3.48990  -2.46968
H  -2.42435  2.74263  -0.91157
H  1.49811  2.64773  -2.29641
H  0.23596  3.43671  -3.26369
F  0.86826  -2.87416  -3.22346
B  1.88745  -2.80331  -2.29073
F  1.27298  -2.21700  -1.04520
F  2.87738  -1.90225  -2.65079
F  2.38295  -4.02985  -1.93125